Record 1
# C6H8F2

A molecular structure, C6H8F2 (wB97M-V/def2-TZVPD, the OMol25 dataset).

XYZ file:
```
16
Properties=species:S:1:pos:R:3
C 1.088 -2.044 -1.598
C 0.874 -0.869 -0.726
C -0.390 -0.508 -0.270
C -0.599 0.777 0.534
C 0.432 1.527 1.278
C -1.900 1.388 0.592
H 2.229 -2.101 -2.199
H 1.077 -2.959 -0.783
H 0.050 -2.006 -2.432
H 0.719 2.633 0.551
H -0.211 1.883 2.346
H 1.395 0.727 1.495
H -2.379 2.297 1.257
H -2.740 0.628 0.569
F 1.909 -0.107 -0.090
F -1.555 -1.265 -0.524
```

Calculated values
HOMO-LUMO gap	8.6	eV
LUMO level	0.0108	hartree
calculated total energy	-432.905574	a.u.
HOMO	-8.3	eV

Record 2
# C6H8F2OS

2 unconnected molecules or ions with the total composition C6H8F2OS (wB97M-V/def2-TZVPD, the OMol25 dataset).

XYZ file:
```
18
Properties=species:S:1:pos:R:3
C 2.989 -0.625 1.795
C 2.371 0.100 0.615
C 1.406 -0.295 -0.170
F 1.177 0.093 -1.434
S 0.175 -1.568 0.058
O -0.087 -1.790 1.666
H 2.516 -1.566 2.049
H 3.911 -1.068 1.485
H 3.217 0.063 2.547
H 2.706 1.154 0.463
H -0.354 -1.110 2.222
C -2.688 0.697 -2.568
C -2.807 1.021 -1.147
C -3.009 1.475 -0.068
F -3.141 1.842 1.137
H -3.204 1.501 -3.159
H -3.431 -0.216 -2.534
H -1.747 0.291 -2.954
```

Calculated values
HOMO-LUMO gap	9.0	eV
SMILES	C/C=C(/F)SO.CC#CF
LUMO level	0.0177	hartree
calculated total energy	-906.386342	a.u.
HOMO	-8.5	eV

Record 3
# C6H8F2S

A molecular structure, C6H8F2S (wB97M-V/def2-TZVPD, the OMol25 dataset).

XYZ file:
```
17
Properties=species:S:1:pos:R:3
C 1.534 -1.517 1.869
C -0.006 -0.665 1.073
C 0.304 0.608 0.147
C -0.220 0.793 1.479
C -0.465 -0.104 -2.286
C -0.665 0.679 -1.021
F -1.487 1.204 1.743
F -0.916 2.034 -1.221
S 2.784 -1.791 0.920
H 1.375 -1.695 2.946
H -0.805 -1.166 0.613
H 1.355 0.888 -0.010
H 0.300 1.232 2.408
H -1.420 -0.730 -2.577
H 0.395 -0.760 -2.310
H -0.362 0.582 -3.166
H -1.701 0.408 -0.610
```

Calculated values
HOMO-LUMO gap	8.4	eV
LUMO level	-0.0240	hartree
calculated total energy	-831.188918	a.u.
HOMO	-9.0	eV

Record 4
# C6H8F3IO4S

A single C6H8F3IO4S molecule (wB97M-V/def2-TZVPD, the OMol25 dataset).

XYZ file:
```
23
Properties=species:S:1:pos:R:3
O 0.519 -2.547 1.437
S -0.485 -2.393 0.444
O -1.243 -3.539 0.109
O -1.429 -1.181 0.927
C -1.612 -0.234 -0.103
C -2.107 1.126 0.377
F -1.775 2.104 -0.476
F -1.690 1.423 1.622
F -3.462 1.082 0.426
C -0.410 -0.348 -1.050
C 0.685 0.689 -1.116
C 1.270 1.144 0.216
C 2.313 0.203 0.822
I 4.005 -0.091 -0.442
O 0.116 -1.677 -0.841
H -2.448 -0.586 -0.704
H -0.839 -0.397 -2.047
H 0.270 1.550 -1.628
H 1.465 0.318 -1.770
H 0.515 1.339 0.971
H 1.777 2.086 0.028
H 2.701 0.673 1.712
H 1.864 -0.744 1.087
```

Calculated values
HOMO-LUMO gap	10.0	eV
SMILES	O=S1(=O)O[C@@H](C(F)(F)F)[C@@H](CCCI)O1
LUMO level	0.0147	hartree
calculated total energy	-1529.857288	a.u.
HOMO	-9.6	eV

Record 5
# C6H8FN

A molecular structure, C6H8FN (wB97M-V/def2-TZVPD, the OMol25 dataset).

XYZ file:
```
16
Properties=species:S:1:pos:R:3
C -0.313 0.647 -0.804
C -0.328 -0.936 -0.551
C 1.112 -0.825 -0.412
C 0.839 0.392 0.383
C 0.049 -0.190 1.517
C -0.615 -1.080 0.917
H -1.192 2.255 0.322
H -1.722 1.954 -1.447
H 0.339 1.050 -1.686
H -1.068 -1.642 -1.097
H 1.821 -1.550 0.242
H 1.626 -0.685 -1.365
H 0.242 -0.054 2.646
H -1.088 -2.004 1.321
N -1.483 1.431 -0.469
F 1.780 1.237 0.482
```

Calculated values
HOMO-LUMO gap	10.0	eV
LUMO level	0.0356	hartree
calculated total energy	-387.875019	a.u.
HOMO	-9.0	eV

Record 6
# C6H8FNO

2 unconnected molecules or ions with the total composition C6H8FNO (wB97M-V/def2-TZVPD, the OMol25 dataset).

XYZ file:
```
17
Properties=species:S:1:pos:R:3
C -0.980 0.728 0.625
C 0.310 -0.027 0.297
C 0.696 -0.205 -1.137
C 1.121 -0.357 1.256
O 1.940 -0.621 2.048
H -1.207 0.643 1.629
H -1.933 0.353 0.022
H -0.939 1.711 0.332
H -0.150 -0.673 -1.622
H 1.475 -0.911 -1.075
H 0.957 0.707 -1.580
N 0.557 -3.669 1.421
C -0.451 -3.535 0.798
C -1.613 -3.153 0.282
F -1.543 -3.034 -1.146
H 1.114 -4.496 1.431
H -2.543 -3.229 0.698
```

Calculated values
HOMO-LUMO gap	8.8	eV
SMILES	CC(C)=C=O.N=C=CF
LUMO level	0.0216	hartree
calculated total energy	-463.147583	a.u.
HOMO	-8.2	eV

Q: Look up the HOMO of the sixth one.
A: -8.2 eV